C35H55N2O2PReS4Si as an isolated structure in a non-equilibrium geometry. Source: the Open Molecules 2025 dataset; level of theory: ωB97M-V with the def2-TZVPD basis set.

```
101
Properties=species:S:1:pos:R:3:mulliken_spin:R:1
Re 11.55 11.98 10.60 2.71
O 13.14 11.40 9.86 -0.09
C 13.39 10.43 8.85 0.08
C 14.71 9.70 9.04 0.03
C 15.00 8.38 8.78 0.00
C 16.41 8.07 8.85 0.00
C 17.13 9.15 9.20 0.00
S 16.14 10.58 9.42 0.00
C 13.43 11.16 7.51 0.00
C 12.41 11.53 6.68 -0.01
C 12.84 12.12 5.46 0.00
C 14.18 12.19 5.34 0.00
S 15.03 11.52 6.77 0.00
C 12.31 9.36 8.90 -0.02
C 11.83 8.68 9.97 0.04
C 11.07 7.54 9.62 0.00
C 11.05 7.38 8.26 0.00
S 11.72 8.76 7.40 0.00
H 14.23 7.71 8.55 0.00
H 16.75 7.06 8.67 0.00
H 18.19 9.23 9.32 0.00
H 11.36 11.38 6.91 0.00
H 12.15 12.56 4.74 0.00
H 14.73 12.61 4.52 0.00
H 12.03 8.95 11.00 -0.01
H 10.64 6.84 10.37 0.00
H 10.67 6.53 7.70 0.00
C 8.07 8.97 10.20 0.00
Si 8.48 10.48 11.22 0.01
C 8.82 10.01 13.02 0.00
C 7.27 11.88 11.30 0.00
O 9.92 11.10 10.58 0.12
H 7.01 8.70 10.27 0.00
H 8.71 8.10 10.56 0.00
H 8.30 9.08 9.11 0.00
H 7.89 9.55 13.43 0.00
H 9.04 10.97 13.55 0.00
H 9.64 9.27 13.13 0.00
H 6.30 11.56 11.70 0.00
H 7.01 12.24 10.28 0.00
H 7.57 12.78 11.89 0.00
N 13.71 11.91 14.81 0.01
C 13.46 11.80 13.51 0.06
N 14.40 11.25 12.72 0.01
S 11.92 12.48 12.90 -0.02
H 14.56 11.57 15.26 0.00
H 13.11 12.45 15.40 0.00
H 15.19 10.82 13.13 0.00
H 14.18 10.88 11.80 0.02
C 9.25 17.31 13.18 0.00
C 8.56 16.04 12.56 0.00
C 9.20 15.49 11.32 0.05
C 10.72 15.65 11.31 -0.06
C 11.19 15.72 12.77 0.03
C 10.73 17.08 13.38 0.00
P 11.45 14.46 10.09 0.09
C 13.16 15.20 9.61 -0.01
C 13.28 16.73 9.47 0.00
C 14.15 17.38 10.58 0.00
C 15.64 16.91 10.52 0.00
C 15.62 15.45 10.06 0.00
C 14.34 14.64 10.44 0.02
C 10.53 14.48 8.42 -0.11
C 9.16 13.72 8.34 0.02
C 8.66 13.73 6.89 0.00
C 9.02 15.00 6.09 0.00
C 9.26 16.20 6.94 0.00
C 10.47 15.92 7.85 -0.01
H 8.71 17.57 14.11 0.00
H 9.05 18.13 12.44 0.00
H 7.50 16.22 12.42 0.00
H 8.63 15.24 13.34 0.00
H 8.76 15.96 10.39 0.00
H 8.94 14.41 11.16 0.00
H 10.87 16.68 10.92 0.01
H 12.26 15.77 12.79 0.00
H 10.83 14.94 13.41 0.00
H 11.31 17.93 12.92 0.00
H 11.02 17.15 14.43 0.00
H 13.27 14.78 8.58 0.01
H 12.28 17.18 9.48 0.00
H 13.69 17.01 8.48 0.00
H 13.73 17.13 11.59 0.00
H 14.08 18.49 10.44 0.00
H 16.08 17.08 11.54 0.00
H 16.18 17.53 9.79 0.00
H 16.49 14.89 10.42 0.00
H 15.71 15.38 8.93 0.00
H 14.14 14.70 11.52 0.01
H 14.57 13.55 10.24 -0.01
H 11.20 13.90 7.75 -0.03
H 8.45 14.24 9.01 0.01
H 9.26 12.70 8.71 0.00
H 7.57 13.57 6.86 0.00
H 9.14 12.85 6.39 0.00
H 8.27 15.13 5.31 0.00
H 9.95 14.77 5.53 0.00
H 8.39 16.48 7.57 0.00
H 9.48 17.10 6.34 0.00
H 10.53 16.60 8.70 0.00
H 11.35 16.13 7.23 0.00
```

## Properties
largest force on an atom	2.96	eV/Å
spin multiplicity	4
E_HOMO (spin up / spin down)	-0.4890 / -0.4896	Eh
expectation value of S²	3.778
ΔE to the lowest compared entry with this formula, charge and spin	0.0	kJ/mol
E_tot	-106887.14219	eV
LUMO (spin up / spin down)	-6.885 / -7.425	eV
net charge	+2
HOMO-LUMO gap (spin up / spin down)	6.4224 / 5.8980	eV

C35H56BN2O31P2 as an isolated structure in a non-equilibrium geometry. Source: the Open Molecules 2025 dataset; level of theory: ωB97M-V with the def2-TZVPD basis set.

```
127
Properties=species:S:1:pos:R:3:mulliken_charge:R:1
O 4.47 2.77 1.07 -0.64
C 3.37 2.19 1.12 0.77
O 2.42 2.13 0.16 -0.04
B 1.21 1.50 0.67 -0.07
O 1.60 1.07 2.04 0.31
C 2.79 1.53 2.42 -0.86
O 3.28 1.28 3.51 -0.50
O 0.81 0.29 -0.12 -0.54
C -0.49 0.41 -0.44 0.12
O -1.03 -0.46 -1.07 -0.31
C -1.02 1.67 0.17 0.32
O 0.02 2.31 0.65 -0.62
O -2.11 2.20 0.04 -0.59
C -2.36 1.32 -1.49 0.10
C -2.87 0.32 -2.43 0.28
N -3.23 -0.49 -3.16 -0.98
H -2.22 2.15 -2.18 0.70
H -1.32 1.12 -1.23 -0.72
H -3.01 1.39 -0.61 1.03
C 1.02 -1.58 1.60 -0.65
C 0.33 -1.45 2.94 -0.60
N -0.31 -1.25 3.92 -0.89
H 1.87 -2.22 1.84 0.59
H 1.41 -0.64 1.22 0.12
H 0.42 -2.03 0.82 0.17
C 2.06 -3.65 -5.27 -0.84
C 2.58 -4.31 -4.00 -0.31
O 1.65 -4.14 -2.90 0.21
P 0.55 -5.26 -2.53 0.64
O 1.04 -6.60 -2.06 -0.84
O -0.43 -5.42 -3.84 -0.15
C -1.54 -6.28 -3.77 -0.15
C -1.65 -7.07 -5.00 -1.32
O -0.36 -4.44 -1.42 -0.52
C -0.91 -3.15 -1.65 -1.28
C -0.24 -2.20 -0.64 1.47
H 2.75 -3.55 -6.10 0.45
H 1.13 -4.08 -5.64 0.27
H 1.67 -2.64 -5.14 -0.01
H 2.80 -5.37 -4.10 0.39
H 3.40 -3.73 -3.58 0.31
H -1.37 -7.10 -3.06 0.32
H -2.41 -5.73 -3.41 0.28
H -2.16 -6.38 -5.68 0.28
H -0.70 -7.38 -5.43 0.29
H -2.26 -7.97 -5.01 0.39
H -0.67 -2.84 -2.67 0.77
H -2.00 -3.10 -1.54 0.26
H -0.54 -1.15 -0.68 -0.23
H -0.56 -2.32 0.40 -1.06
H 0.85 -2.30 -0.63 0.62
C -1.69 -2.69 2.29 -1.61
C -1.36 -1.25 2.01 -1.23
O -2.00 -0.80 0.94 0.99
P -3.29 0.13 1.26 0.90
O -4.09 -0.38 2.43 -0.89
O -2.62 1.59 1.39 -0.32
C -3.31 2.85 1.27 -0.79
C -4.82 2.86 1.51 -1.73
O -4.04 0.22 -0.18 -0.41
C -4.56 -0.96 -0.82 -0.14
C -6.10 -0.79 -0.76 -1.74
H -1.07 -3.07 3.11 0.38
H -2.65 -2.88 2.77 0.47
H -1.67 -3.21 1.34 0.04
H -1.44 -0.62 2.89 0.63
H -0.33 -1.19 1.66 1.32
H -2.68 3.55 1.83 1.04
H -3.13 3.36 0.32 0.61
H -5.33 3.82 1.40 0.41
H -5.41 2.18 0.90 0.18
H -5.00 2.38 2.47 0.40
H -4.33 -1.00 -1.88 0.61
H -4.35 -1.92 -0.34 0.12
H -6.52 -1.52 -1.45 0.45
H -6.48 -1.06 0.22 0.41
H -6.55 0.20 -0.88 0.28
C 2.97 1.53 -1.99 0.10
C 4.42 1.43 -1.76 -0.23
O 4.76 0.11 -2.14 -0.39
C 3.65 -0.66 -2.33 0.37
O 3.59 -1.93 -2.50 -0.58
O 2.55 0.23 -2.33 0.02
H 2.79 2.19 -2.83 0.43
H 2.52 1.85 -1.05 -0.01
H 4.73 1.43 -0.71 -0.03
H 5.11 2.08 -2.30 0.35
C -1.35 1.57 3.28 -0.02
C -0.34 2.65 3.19 0.58
O -1.05 3.79 3.72 -0.38
C -2.35 3.57 3.87 0.34
O -3.25 4.50 3.98 -0.68
O -2.55 2.23 3.66 -0.31
H -0.98 0.83 3.99 0.99
H -1.48 1.24 2.25 -0.59
H -0.12 2.75 2.12 1.24
H 0.51 2.32 3.78 0.42
C 5.04 0.88 3.93 -0.08
C 4.82 2.41 3.86 0.26
O 5.30 2.92 5.10 -0.43
C 6.06 1.94 5.65 0.54
O 6.88 2.09 6.53 -0.61
O 5.84 0.81 5.09 -0.39
H 5.36 0.51 2.95 0.24
H 4.14 0.40 4.31 0.28
H 3.75 2.50 3.66 0.10
H 5.32 2.89 3.01 0.19
C 1.83 3.70 2.56 1.67
C 2.24 5.03 2.27 -0.74
O 2.30 5.61 3.54 -0.37
C 1.41 5.02 4.32 0.57
O 1.10 5.41 5.44 -0.62
O 1.04 3.91 3.70 -0.64
H 2.59 3.02 2.96 -0.94
H 1.51 3.10 1.71 -0.05
H 1.60 5.52 1.54 0.22
H 3.25 5.03 1.86 0.38
C -0.84 -0.33 -4.07 -0.78
C -0.14 0.78 -3.28 0.63
O -0.58 1.94 -3.90 -0.58
C -1.68 1.70 -4.66 0.49
O -2.41 2.63 -5.05 -0.65
O -1.77 0.43 -4.82 -0.35
H -1.33 -1.14 -3.53 0.31
H -0.11 -0.73 -4.78 0.39
H 0.93 0.57 -3.31 0.74
H -0.53 0.56 -2.28 0.46
```

## Properties
largest force on an atom	18.95	eV/Å
spin multiplicity	1
E_HOMO	-0.2139	Eh
E_tot	-122870.40782	eV
LUMO	-0.004	eV
net charge	-1
HOMO-LUMO gap	5.8158	eV

A 11-piece molecular cluster, C35H56INO30P overall in a non-equilibrium geometry. Source: the Open Molecules 2025 dataset; level of theory: ωB97M-V with the def2-TZVPD basis set.

```
124
Properties=species:S:1:pos:R:3:mulliken_charge:R:1
C 1.90 -0.68 -5.38 -0.10
C 3.36 -0.71 -4.57 -0.49
N 3.87 0.68 -4.22 -0.26
P 3.05 1.39 -2.81 1.02
C 4.08 0.40 -1.54 -0.19
C 5.57 1.05 -1.23 -0.02
C 6.61 1.00 -2.49 -0.81
I 6.87 -0.99 -3.39 -0.12
H 1.91 -1.56 -6.19 -0.20
H 1.73 0.31 -5.99 0.28
H 1.06 -0.88 -4.58 0.04
H 4.13 -1.15 -5.37 0.22
H 3.36 -1.47 -3.68 0.15
H 3.66 1.30 -5.05 0.36
H 4.10 2.41 -2.76 -0.26
H 2.34 2.27 -3.71 0.11
H 1.99 0.40 -2.80 -0.43
H 2.38 2.03 -1.70 -0.66
H 4.14 -0.77 -1.77 0.19
H 3.48 0.47 -0.51 -0.25
H 5.48 2.14 -0.76 -0.21
H 6.03 0.39 -0.35 0.08
H 6.24 1.78 -3.29 0.36
H 7.71 1.34 -2.15 0.45
C 4.42 5.28 -0.06 -0.40
C 4.06 5.23 1.39 -0.25
O 2.73 4.77 1.38 -0.33
C 2.54 4.09 0.21 0.56
O 1.56 3.42 -0.05 -0.47
O 3.61 4.27 -0.63 -0.34
H 5.48 5.07 -0.24 0.32
H 4.16 6.24 -0.52 0.27
H 4.68 4.52 1.94 0.18
H 4.13 6.21 1.87 0.32
C -1.20 2.95 1.87 -0.24
C -0.31 2.01 2.63 -0.25
O -1.23 1.28 3.42 -0.30
C -2.44 1.34 2.79 0.68
O -3.41 0.68 3.11 -0.60
O -2.42 2.24 1.76 -0.30
H -0.80 3.19 0.88 0.26
H -1.38 3.89 2.41 0.27
H 0.22 1.32 1.97 0.19
H 0.41 2.54 3.25 0.32
C -2.18 0.20 8.03 -0.11
C -2.30 0.96 6.75 0.14
O -1.86 2.26 7.10 -0.33
C -1.05 2.12 8.20 0.68
O -0.36 3.01 8.67 -0.60
O -1.12 0.85 8.70 -0.35
H -1.94 -0.86 7.87 0.35
H -3.08 0.27 8.65 0.28
H -1.65 0.56 5.97 0.10
H -3.33 0.99 6.38 -0.05
C 4.32 -1.41 3.82 -0.36
C 4.26 -1.83 2.39 -0.38
O 3.85 -0.66 1.71 -0.17
C 4.21 0.40 2.51 0.55
O 4.16 1.57 2.16 -0.48
O 4.62 -0.03 3.74 -0.34
H 5.09 -1.94 4.38 0.30
H 3.36 -1.53 4.33 0.25
H 5.24 -2.14 2.00 0.30
H 3.55 -2.64 2.22 0.28
C -3.80 -0.23 -1.53 0.20
C -2.61 0.23 -0.75 -0.02
O -1.52 -0.15 -1.57 -0.29
C -2.00 -0.25 -2.85 0.58
O -1.30 -0.39 -3.84 -0.54
O -3.36 -0.16 -2.87 -0.33
H -4.67 0.42 -1.37 -0.09
H -4.08 -1.26 -1.30 0.23
H -2.58 1.32 -0.62 0.13
H -2.54 -0.25 0.23 0.16
C -1.41 2.56 11.92 0.05
C -1.98 3.91 12.20 -0.29
O -2.24 3.87 13.59 -0.32
C -1.42 2.93 14.12 0.61
O -1.26 2.75 15.32 -0.56
O -0.79 2.21 13.15 -0.33
H -0.67 2.57 11.11 0.13
H -2.18 1.81 11.69 0.12
H -1.27 4.71 11.99 0.27
H -2.90 4.09 11.63 0.29
C -7.58 -0.40 6.20 -0.35
C -6.71 0.36 5.27 -0.38
O -5.45 0.37 5.93 -0.29
C -5.44 -0.70 6.77 0.63
O -4.46 -1.09 7.37 -0.53
O -6.68 -1.27 6.86 -0.33
H -8.36 -0.97 5.68 0.30
H -8.06 0.24 6.95 0.25
H -6.59 -0.14 4.30 0.26
H -7.06 1.38 5.10 0.34
C -6.60 1.79 -3.89 -0.37
C -7.17 3.15 -3.62 -0.34
O -7.43 3.11 -2.23 -0.35
C -6.61 2.17 -1.69 0.60
O -6.45 1.99 -0.49 -0.55
O -5.98 1.45 -2.67 -0.23
H -5.86 1.81 -4.70 0.33
H -7.37 1.05 -4.13 0.26
H -6.46 3.95 -3.82 0.26
H -8.09 3.33 -4.18 0.30
C 1.90 -4.55 -6.91 -0.14
C 0.56 -4.98 -6.43 -0.30
O -0.02 -5.58 -7.57 -0.34
C 1.01 -5.97 -8.38 0.59
O 0.88 -6.67 -9.37 -0.53
O 2.20 -5.48 -7.93 -0.30
H 2.66 -4.58 -6.12 0.31
H 1.89 -3.54 -7.35 0.16
H 0.62 -5.73 -5.63 0.27
H -0.05 -4.14 -6.08 0.24
C 2.06 -7.61 -11.99 -0.01
C 1.93 -9.08 -12.24 -0.33
O 2.42 -9.23 -13.56 -0.32
C 3.25 -8.17 -13.80 0.64
O 3.97 -8.07 -14.77 -0.56
O 3.16 -7.24 -12.80 -0.31
H 2.26 -7.39 -10.94 0.17
H 1.18 -7.05 -12.31 0.18
H 2.55 -9.68 -11.56 0.28
H 0.89 -9.42 -12.17 0.28
```

## Properties
largest force on an atom	2.84	eV/Å
spin multiplicity	1
E_HOMO	-0.1215	Eh
E_tot	-117503.42978	eV
LUMO	1.455	eV
net charge	-1
HOMO-LUMO gap	4.7596	eV

C35H57Br15O18S2 as an isolated structure in a non-equilibrium geometry. Source: the Open Molecules 2025 dataset; level of theory: ωB97M-V with the def2-TZVPD basis set.

```
127
Properties=species:S:1:pos:R:3:mulliken_charge:R:1
O 2.32 -0.16 1.36 -0.33
C 3.15 -0.40 2.20 0.23
O 3.93 -1.49 2.10 -0.35
C 4.90 -1.55 3.15 -0.45
C 4.95 -0.11 3.66 -0.85
C 3.52 0.39 3.44 0.61
H 5.85 -1.83 2.70 0.36
H 4.58 -2.16 3.99 0.24
H 5.62 0.49 3.04 0.30
H 5.23 -0.05 4.71 0.38
H 3.33 1.45 3.36 0.14
H 2.90 0.01 4.26 -0.25
O 1.72 -2.02 -6.53 -0.68
C 1.59 -2.67 -5.52 0.28
O 0.80 -2.32 -4.52 0.05
C 0.80 -3.35 -3.51 -0.09
C 1.34 -4.63 -4.22 -0.52
C 2.23 -4.03 -5.28 -0.58
H -0.16 -3.55 -3.07 0.11
H 1.48 -3.04 -2.71 0.23
H 0.42 -5.09 -4.60 0.28
H 1.84 -5.25 -3.49 0.26
H 2.21 -4.59 -6.21 0.35
H 3.26 -3.87 -4.96 0.25
O -6.67 -2.75 3.71 -0.61
C -5.91 -2.52 2.80 0.27
O -5.11 -3.49 2.31 -0.37
C -4.52 -3.06 1.07 0.74
C -4.80 -1.56 0.92 1.28
C -5.77 -1.21 2.07 -0.23
H -4.88 -3.63 0.22 0.02
H -3.44 -3.20 1.14 -0.75
H -5.31 -1.29 -0.01 0.43
H -3.88 -0.99 0.94 -1.38
H -6.77 -0.88 1.79 0.27
H -5.21 -0.53 2.72 0.26
O 1.21 1.13 5.18 -0.49
C 0.99 1.31 6.35 0.44
O 0.64 2.54 6.81 -0.36
C 0.35 2.47 8.21 -0.45
C 0.84 1.09 8.69 -0.63
C 0.97 0.24 7.44 -0.15
H -0.74 2.53 8.32 0.30
H 0.88 3.24 8.76 0.31
H 0.23 0.76 9.53 0.39
H 1.84 1.15 9.12 0.25
H 0.10 -0.41 7.26 0.03
H 1.91 -0.29 7.37 0.28
O 6.29 1.32 -4.37 -0.61
C 5.11 1.14 -4.46 0.30
O 4.46 1.04 -5.62 -0.38
C 3.06 0.77 -5.47 -0.19
C 2.88 0.63 -3.96 1.28
C 4.07 1.34 -3.35 0.20
H 2.81 -0.09 -6.08 0.06
H 2.50 1.64 -5.81 0.20
H 2.88 -0.41 -3.63 -0.10
H 1.89 0.95 -3.63 -0.80
H 4.42 0.90 -2.43 0.27
H 3.97 2.42 -3.27 -0.20
O -4.13 -3.98 -2.22 -0.54
C -3.79 -3.44 -3.24 0.30
O -3.46 -4.22 -4.31 -0.40
C -2.90 -3.43 -5.34 -0.16
C -3.31 -1.98 -5.05 -0.31
C -3.43 -2.01 -3.54 0.77
H -3.34 -3.72 -6.30 0.40
H -1.82 -3.54 -5.38 -0.12
H -4.31 -1.77 -5.44 0.31
H -2.65 -1.22 -5.47 0.04
H -4.21 -1.35 -3.16 0.33
H -2.54 -1.71 -2.99 -0.69
O 3.82 3.33 1.71 -0.57
S 3.00 4.02 0.77 0.86
O 3.02 3.76 -0.64 -0.32
O 1.40 3.87 1.13 -0.25
C 1.03 3.55 2.47 0.49
C -0.48 3.60 2.66 -1.17
C 3.10 5.79 0.98 -1.08
H 1.55 4.20 3.19 0.63
H 1.34 2.52 2.67 -0.47
H -1.01 3.23 1.79 0.00
H -0.77 4.65 2.77 0.50
H -0.67 3.13 3.62 0.28
H 2.98 6.05 2.02 0.37
H 2.35 6.19 0.31 0.32
H 4.11 6.05 0.67 0.42
O -0.71 -1.03 -1.15 -0.45
S -1.49 0.17 -1.06 0.91
O -2.79 0.28 -1.67 -0.49
O -1.80 0.51 0.49 0.12
C -0.72 0.23 1.41 1.35
C -1.28 0.23 2.81 -0.71
C -0.54 1.60 -1.57 -0.82
H 0.12 0.90 1.21 0.02
H -0.19 -0.72 1.33 -0.75
H -2.06 -0.55 2.84 0.04
H -1.79 1.10 3.22 0.16
H -0.53 -0.06 3.54 0.05
H -0.28 1.41 -2.61 -0.25
H 0.36 1.77 -0.98 0.48
H -1.20 2.46 -1.46 0.36
C -1.64 1.94 -6.50 -0.52
Br -0.12 0.72 -6.81 0.03
Br -2.30 1.75 -4.69 0.00
Br -3.05 1.56 -7.80 -0.06
H -1.31 2.97 -6.57 0.53
C 2.14 5.17 -3.55 -0.15
Br 0.88 3.68 -3.58 0.24
Br 1.31 6.92 -3.57 -0.06
Br 3.40 5.00 -5.07 -0.06
H 2.80 5.01 -2.71 0.13
C -2.18 -4.12 4.46 0.47
Br -1.49 -2.66 5.60 -0.05
Br -3.80 -4.83 5.27 -0.02
Br -0.84 -5.52 4.25 -0.02
H -2.36 -3.60 3.53 -0.39
C 0.74 -3.51 0.21 0.29
Br 1.27 -3.45 2.11 -0.08
Br -1.16 -3.95 0.06 0.12
Br 1.87 -4.81 -0.74 -0.03
H 0.94 -2.50 -0.15 -0.18
C -4.75 2.20 0.42 1.06
Br -6.73 2.18 0.47 -0.07
Br -4.03 3.08 2.02 -0.02
Br -4.25 3.22 -1.13 -0.05
H -4.40 1.18 0.38 -0.95
```

## Properties
largest force on an atom	2.30	eV/Å
spin multiplicity	1
E_HOMO	-0.3565	Eh
E_tot	-1146381.17982	eV
LUMO	-0.268	eV
net charge	0
HOMO-LUMO gap	9.4335	eV